Density functional theory data (ωB97M-V/def2-TZVPD) for a cluster of 2 separate species, C5H10O2 in total.

Results
- E_HOMO (Ha) = -0.3578
- structure (SMILES) = C=C(C)CO.C=O
- gap between HOMO and LUMO (eV) = 10.32
- net charge = 0
- energy relative to the best compared isomer or geometry (same formula, charge and spin) (kcal/mol) = 58.07

Atoms and positions in Å:
C 0.610 -0.686 -1.225
C -0.492 -0.400 -0.536
C -1.160 -1.394 0.380
C -1.113 0.979 -0.546
O -1.040 1.543 0.748
H 1.058 0.037 -1.903
H 1.056 -1.675 -1.171
H -2.095 -1.749 -0.077
H -0.530 -2.272 0.578
H -1.426 -0.920 1.334
H -2.178 0.918 -0.815
H -0.622 1.615 -1.300
H -0.110 1.767 0.890
C 2.008 0.548 0.911
O 1.687 1.707 0.780
H 2.941 0.163 0.469
H 1.407 -0.181 1.483

These are the Mulliken partial charges, in e, on atoms 1 to 5: -1.06 0.82 -1.26 -0.64 -0.55